# 1
49
Properties=species:S:1:pos:R:3 method="wB97M-V/def2-TZVPD" charge=-2 lumo_ev=3.90
Sn -2.6417 0.1984 -2.1227
C 5.2110 -0.1564 0.9152
O 4.2645 -1.1471 1.2614
C 3.2732 -0.7740 2.1271
C 2.1564 -1.6056 2.1904
C 1.1113 -1.3044 3.0383
C 1.1613 -0.1735 3.8614
C 2.2892 0.6226 3.8129
C 3.3394 0.3471 2.9397
N 0.1918 0.1094 4.8884
N -1.0357 -0.0327 4.6814
C -1.5802 -0.1705 3.3905
C -2.6963 -0.9919 3.3089
C -3.2901 -1.3592 2.1138
C -2.8258 -0.8449 0.8853
O -3.3270 -1.1249 -0.2384
C -1.7093 0.1018 0.9682
N -1.3014 0.6269 -0.2125
C -0.3656 1.5556 -0.2371
C 0.1837 2.0587 0.9516
C -0.1980 1.5276 2.1503
C -1.1276 0.4672 2.1941
H 5.7677 -0.5401 0.0644
H 5.9058 0.0409 1.7375
H 4.7204 0.7774 0.6310
H 2.1135 -2.4706 1.5410
H 0.2410 -1.9467 3.0606
H 2.3384 1.4882 4.4639
H 4.1928 1.0088 2.9084
H -3.0600 -1.4029 4.2454
H -4.1327 -2.0375 2.0876
H -0.0656 1.9123 -1.2105
H 0.8977 2.8700 0.9056
H 0.1958 1.9336 3.0737
O 0.4677 1.3985 -7.4881
C -0.1663 1.2172 -6.4762
C -1.6228 0.7724 -6.3995
O -2.3702 0.6173 -7.3409
C -1.8943 0.5823 -4.9613
C -0.7701 0.9611 -4.2126
O -0.7851 0.8957 -2.9133
C 0.3399 1.3727 -5.0525
O 1.4513 1.7517 -4.7196
O -2.9476 0.1474 -4.3997
Cl -3.7316 -3.3878 -2.7154
Si -1.9990 -2.2440 -2.5576
Cl -0.8501 -3.1931 -1.1033
Cl -0.9566 -2.5761 -4.3155
Te -4.3635 2.1209 -1.7213

---

# 2
39
Properties=species:S:1:pos:R:3 method="wB97M-V/def2-TZVPD" lumo_ev=-0.60
O -0.7375 0.8282 0.5560
H -0.2554 -0.0807 0.5631
H -0.1339 1.4189 0.0477
H -1.5568 0.7154 0.0099
C 1.1079 -2.7593 -1.4356
C 1.6130 -1.8598 -0.3096
C 2.4647 -0.7199 -0.8650
O 0.6183 -1.4052 0.5335
H 0.5411 -3.6445 -1.1429
H 1.9837 -3.1507 -1.9636
H 0.4488 -2.1841 -2.0955
H 2.3638 -2.4386 0.2612
H 3.0876 -0.2850 -0.0795
H 1.9196 0.1019 -1.3394
H 3.2068 -1.0602 -1.5991
O 0.0304 -0.7137 3.1584
H 0.7704 -0.1013 3.2420
H 0.2819 -1.2597 2.3882
O 0.1206 1.7880 -2.1118
H -0.4040 2.1940 -2.8096
H 0.4634 0.9741 -2.5047
O 1.5303 2.5203 0.2055
H 1.5597 2.5348 -0.7621
H 1.8888 3.3726 0.4734
O -2.5323 0.1472 -1.3393
H -3.3414 0.6560 -1.4608
H -2.7515 -0.7511 -1.6266
O -3.1691 -0.5949 1.7274
H -3.8646 -0.1010 1.2829
H -3.2117 -0.3133 2.6484
O -2.0023 -2.5822 0.0028
H -1.0495 -2.4722 0.1976
H -2.4163 -2.0655 0.7089
O 2.5013 0.9110 2.4892
H 3.3886 0.9122 2.1208
H 1.9183 0.9044 1.7198
O -2.1287 3.5145 0.0950
H -2.7782 3.1295 -0.5007
H -1.4762 3.9200 -0.4859

---

# 3
44
Properties=species:S:1:pos:R:3 method="wB97M-V/def2-TZVPD" lumo_ev=-0.06
O 2.9694 2.0215 -2.0935
C 3.2812 0.8475 -2.0792
C 4.6283 0.4114 -2.4185
C 5.6828 1.2312 -2.7469
C 6.8628 0.5257 -3.0228
C 6.7004 -0.8232 -2.9049
S 5.1095 -1.2570 -2.4576
H 7.4321 -1.5924 -3.0576
H 7.7922 0.9909 -3.2976
H 5.5851 2.3012 -2.7798
C 2.3040 -0.2272 -1.6492
C 2.5101 -0.4952 -0.1487
H 2.5347 0.4427 0.4076
C 1.4275 -1.4249 0.3786
O 1.6324 -2.6200 0.4886
N 0.2406 -0.8732 0.7174
C -0.1822 0.5017 0.5728
H 0.6099 1.1275 0.1695
C -1.4082 0.5517 -0.3593
N -2.4870 -0.2866 0.1061
C -3.4333 0.2119 1.0036
C -4.5838 -0.5353 1.2710
C -5.5710 -0.0607 2.1102
C -5.4526 1.1898 2.7024
C -4.3262 1.9539 2.4299
C -3.3336 1.4717 1.5999
H -2.4749 2.1006 1.4270
H -4.2359 2.9276 2.8845
O -6.4047 1.6981 3.5387
H -7.1282 1.0665 3.6239
H -6.4493 -0.6649 2.2980
H -4.7244 -1.4966 0.8018
C -2.0298 -1.6541 0.2474
H -2.8274 -2.2876 0.6289
C -0.8272 -1.7283 1.1988
H -0.4392 -2.7458 1.2580
H -1.1327 -1.3921 2.1969
H -1.7321 -2.0218 -0.7404
H -1.7569 1.5764 -0.4824
H -1.1123 0.1749 -1.3459
H -0.4623 0.8817 1.5634
H 3.4625 -1.0077 -0.0032
H 1.2933 0.1404 -1.8318
H 2.4565 -1.1520 -2.2058

---

# 4
101
Properties=species:S:1:pos:R:3 method="wB97M-V/def2-TZVPD" spin_multiplicity=2 s2=0.7624 lumo_ev="-0.76 / -0.26"
Cr -1.6315 2.2786 -0.0767
C 0.1182 0.8308 2.8390
C -0.9252 0.0173 2.1491
C -1.3731 -1.2645 2.4922
C -2.3410 -1.5828 1.5585
C -3.1411 -2.8313 1.4071
N -2.4526 -0.5358 0.7248
N -1.5827 0.4398 1.0746
B -3.4780 -0.2240 -0.3778
N -4.2567 1.0327 0.1248
N -3.5619 2.1149 0.5831
C -4.3989 2.8481 1.3192
C -3.9806 4.0751 2.0537
C -5.6576 2.2469 1.3192
C -5.5253 1.1004 0.5571
C -6.5476 0.0638 0.2336
N -2.7312 0.1070 -1.6673
N -1.8454 1.1339 -1.6756
C -1.2675 1.1656 -2.8827
C -0.2235 2.1573 -3.2683
C -1.8045 0.1422 -3.6608
C -2.7228 -0.5081 -2.8582
C -3.5589 -1.7050 -3.1587
H 0.1932 0.5293 3.8830
H -0.1191 1.8940 2.8031
H 1.0972 0.6864 2.3780
H -1.0392 -1.8780 3.3128
H -2.8011 -3.5702 2.1304
H -3.0187 -3.2492 0.4073
H -4.2044 -2.6515 1.5717
H -4.2310 -1.1340 -0.5447
H -2.8999 4.1048 2.1870
H -4.4442 4.0834 3.0397
H -4.2931 4.9811 1.5335
H -6.5457 2.6000 1.8151
H -7.5192 0.3841 0.6035
H -6.3009 -0.8936 0.6932
H -6.6206 -0.0939 -0.8422
H 0.4757 2.3296 -2.4506
H -0.6759 3.1071 -3.5554
H 0.3378 1.7750 -4.1185
H -1.5243 -0.1178 -4.6671
H -3.4035 -2.0040 -4.1931
H -4.6197 -1.5015 -3.0111
H -3.2833 -2.5419 -2.5152
S 2.0807 -0.3492 -2.9712
C 2.4023 -1.1654 -1.5729
N 3.4765 -0.9666 -0.7936
C 3.8126 -1.9383 0.2377
C 3.4709 -3.3185 -0.2765
N 2.0494 -3.3512 -0.6021
C 1.3012 -4.5353 -0.2087
C 1.1985 -4.6672 1.2911
C 0.7908 -3.5797 2.0594
C 0.6998 -3.6960 3.4377
C 1.0091 -4.8976 4.0633
C 1.4077 -5.9855 3.3015
C 1.5048 -5.8668 1.9208
C 1.4482 -2.2525 -1.0847
S -0.1770 -2.0052 -1.1144
C 4.4542 0.0902 -1.0466
C 5.7568 -0.4697 -1.5658
C 5.7695 -1.2727 -2.7063
C 6.9611 -1.8004 -3.1772
C 8.1555 -1.5311 -2.5186
C 8.1507 -0.7311 -1.3876
C 6.9540 -0.2073 -0.9126
H 3.2735 -1.7305 1.1679
H 4.8828 -1.8674 0.4308
H 3.6600 -4.0680 0.4911
H 4.0798 -3.5526 -1.1555
H 1.8018 -5.4114 -0.6297
H 0.3119 -4.4503 -0.6569
H 0.5227 -2.6489 1.5694
H 0.3833 -2.8459 4.0296
H 0.9387 -4.9841 5.1396
H 1.6503 -6.9253 3.7802
H 1.8258 -6.7157 1.3276
H 4.6163 0.6261 -0.1099
H 4.0027 0.7860 -1.7488
H 4.8384 -1.4663 -3.2261
H 6.9611 -2.4183 -4.0660
H 9.0853 -1.9427 -2.8891
H 9.0765 -0.5169 -0.8693
H 6.9512 0.4150 -0.0246
O 2.3378 2.3229 -0.3705
C 1.4132 2.4985 0.3839
O 0.1687 2.2385 0.1134
H 1.5644 2.8986 1.4016
C 0.9261 5.6620 0.2774
S -0.3656 5.2383 1.4763
C -1.7414 6.0013 0.6988
C -2.3840 5.5401 -0.3905
S -2.0249 4.1321 -1.3598
S -3.7502 6.4991 -0.9085
C -3.7199 7.6824 0.3621
S -4.8210 8.8817 0.5150
S -2.3792 7.4520 1.4335
H 1.8759 5.3366 0.6971
H 0.9459 6.7393 0.1319
H 0.7441 5.1485 -0.6648

---

# 5
243
Properties=species:S:1:pos:R:3 method="wB97M-V/def2-TZVPD" lumo_ev=0.66
C -7.8334 2.3502 -7.8610
O -7.5520 2.9326 -6.6163
C -8.3487 2.4370 -5.5409
C -8.1741 3.3893 -4.3796
N -6.8315 3.3149 -3.7922
C -6.6973 4.2835 -2.7433
C -5.5098 4.0069 -1.8903
O -4.3088 4.1258 -2.6963
C -3.1677 3.9438 -1.8634
H -8.8394 2.5802 -8.1665
H -7.6940 1.2652 -7.8198
H -7.2123 2.8493 -8.6049
H -7.9795 1.4455 -5.2676
H -9.3996 2.3255 -5.8676
H -8.8110 3.0696 -3.5617
H -8.3824 4.4036 -4.7390
H -6.1840 3.5424 -4.5232
H -7.5353 4.1354 -2.0718
H -6.6827 5.3190 -3.0530
H -5.4918 2.9749 -1.4908
H -5.4554 4.6769 -1.0093
H -2.2941 3.8216 -2.5327
H -3.2001 3.0058 -1.2676
H -3.0340 4.7749 -1.1488
C -2.5903 -1.5452 5.7111
O -3.4156 -0.5093 5.0750
C -4.1588 0.1632 6.0460
C -4.5900 1.5314 5.6581
N -3.4397 2.3880 5.6477
C -3.6822 3.7390 5.1593
C -2.4264 4.5072 5.0660
O -1.7744 4.1800 3.8803
C -0.3929 4.5836 3.8966
H -1.8944 -0.9728 6.3239
H -2.0045 -1.9574 4.9100
H -3.1170 -2.2888 6.3162
H -3.5432 0.2040 6.9140
H -5.0415 -0.4336 6.2918
H -5.2968 1.8290 6.4270
H -5.0518 1.5079 4.6737
H -2.6412 1.9013 5.2140
H -4.3021 4.1731 5.9572
H -4.2824 3.8123 4.2606
H -1.8370 4.3681 5.9746
H -2.7708 5.5539 4.8534
H -0.2731 5.6748 4.0394
H 0.0161 4.2433 2.9559
H 0.1506 4.1603 4.7607
C -3.0063 -1.9499 -0.1752
O -3.0815 -3.3270 -0.1343
C -2.2284 -3.8498 0.7317
C -1.9214 -5.3237 0.4428
N -0.6134 -5.7450 1.0540
C -0.1294 -7.1338 0.8372
C 0.4984 -7.4153 -0.5308
O -0.4491 -7.2903 -1.5824
C 0.0607 -6.4624 -2.6107
H -3.3326 -1.4652 0.7523
H -3.5379 -1.5416 -1.0307
H -1.9324 -1.6518 -0.2329
H -2.5970 -3.6952 1.7748
H -1.2554 -3.3551 0.6546
H -1.9960 -5.5210 -0.6720
H -2.7063 -5.9633 0.8795
H 0.1177 -5.0759 0.7153
H -1.0443 -7.7934 0.9263
H 0.6014 -7.3525 1.6039
H 0.8659 -8.4680 -0.4698
H 1.4128 -6.8349 -0.7592
H -0.7557 -6.4728 -3.3636
H 0.9258 -6.9595 -3.0510
H 0.3707 -5.4429 -2.2766
C 1.3567 -2.1608 1.2431
O 1.5706 -3.4284 1.6851
C 1.0223 -3.6340 2.9394
C 1.7027 -4.8777 3.5527
N 3.1683 -4.8013 3.7672
C 3.7035 -6.0267 4.3566
C 3.4996 -6.1278 5.8585
O 4.2924 -5.1518 6.4932
C 4.1172 -5.2607 7.8509
H 1.6165 -1.4586 2.0227
H 0.3321 -1.9373 1.0035
H 2.0225 -1.9408 0.4156
H -0.0396 -3.8632 2.8698
H 1.2736 -2.8160 3.5709
H 1.4584 -5.7568 2.9562
H 1.2351 -5.0696 4.5086
H 3.6393 -4.5958 2.8781
H 4.7547 -5.8886 4.2449
H 3.3791 -6.9644 3.8880
H 3.8965 -7.0893 6.2163
H 2.4405 -6.0007 6.1145
H 3.0006 -5.2651 8.1346
H 4.6234 -4.4213 8.3128
H 4.6072 -6.1586 8.2550
C 8.9693 4.6956 -2.7286
O 7.9382 3.7160 -2.7076
C 6.6024 4.1866 -2.7863
C 5.6191 3.0228 -2.7525
N 5.5851 2.3289 -1.4639
C 4.8273 1.0498 -1.5716
C 3.3452 1.2178 -1.2944
O 2.7217 -0.0330 -1.4117
C 2.4213 -0.3298 -2.7552
H 9.9061 4.2723 -2.3757
H 8.7117 5.4750 -2.0631
H 9.0820 5.1164 -3.7224
H 6.4111 4.6280 -3.7816
H 6.4130 4.9998 -2.0504
H 5.7636 2.3571 -3.6013
H 4.6197 3.4397 -2.8595
H 6.5170 2.0209 -1.2768
H 5.2341 0.4330 -0.7408
H 4.9826 0.5842 -2.5563
H 2.9510 1.9637 -2.0194
H 3.2862 1.6270 -0.3131
H 2.1992 -1.4041 -2.7543
H 3.2606 -0.1797 -3.4285
H 1.5768 0.2513 -3.1040
C -3.8681 0.5101 -2.9931
O -2.4768 0.2482 -3.1679
C -2.0086 0.2458 -4.5240
C -1.6292 1.6534 -5.0597
N -0.6209 2.2012 -4.2769
C -0.4377 3.5810 -4.4730
C 0.5503 4.1451 -3.5082
O 0.7658 5.4765 -3.8294
C 1.2073 6.1511 -2.6326
H -4.0124 1.5029 -3.3079
H -4.1009 0.3730 -1.9445
H -4.4670 -0.1345 -3.6312
H -2.7734 -0.0689 -5.2310
H -1.1341 -0.4369 -4.5770
H -2.5833 2.2334 -4.9933
H -1.3040 1.6838 -6.0753
H -0.8877 2.1529 -3.2910
H -1.4328 4.0935 -4.4011
H -0.0328 3.8346 -5.4741
H 1.4795 3.5322 -3.4787
H 0.1718 4.0769 -2.4336
H 1.6832 5.4538 -1.9915
H 0.3279 6.5417 -2.0796
H 1.8372 7.0097 -2.8568
C 3.2207 5.2252 0.5679
O 3.1425 4.2885 1.6473
C 4.4419 3.9580 2.0795
C 4.2506 3.0398 3.2951
N 3.4668 3.6278 4.3448
C 3.4555 2.7952 5.5670
C 2.8379 1.4171 5.5589
O 1.4841 1.4878 5.2671
C 0.9587 0.4063 4.5845
H 3.6961 4.7240 -0.3274
H 3.8840 6.0750 0.7329
H 2.1844 5.4914 0.4043
H 4.9454 4.8953 2.3406
H 5.0074 3.4420 1.2903
H 5.2172 2.8432 3.7919
H 3.8325 2.0364 2.9126
H 2.5216 3.9539 4.1219
H 2.9095 3.3533 6.3457
H 4.5282 2.7410 5.8646
H 2.9700 0.9177 6.5300
H 3.2480 0.7822 4.8006
H 1.5429 0.1551 3.6871
H -0.0779 0.5821 4.3511
H 0.9256 -0.5092 5.2259
C -0.8505 -2.2849 -2.6403
O -0.1344 -2.2902 -3.8585
C -0.6482 -3.2643 -4.7784
C 0.4647 -3.6247 -5.7065
N 1.5260 -4.4433 -5.0566
C 2.5320 -4.8714 -6.0476
C 3.6658 -5.4822 -5.2844
O 4.1501 -4.5004 -4.3612
C 5.1418 -3.6056 -4.9560
H -1.9276 -2.2159 -2.8152
H -0.6063 -1.3876 -2.0641
H -0.6864 -3.2738 -2.1907
H -1.4598 -2.8556 -5.3566
H -0.8231 -4.1854 -4.2819
H 0.9859 -2.6942 -6.1428
H 0.0656 -4.1842 -6.5439
H 2.0151 -3.8143 -4.4109
H 2.8948 -4.0394 -6.6506
H 2.1852 -5.6766 -6.7656
H 4.5174 -5.8690 -5.8730
H 3.3020 -6.2891 -4.6519
H 5.4436 -3.8715 -5.9711
H 6.0540 -3.6484 -4.3181
H 4.7101 -2.6158 -5.0071
C -7.8490 -0.3029 -1.5213
C -8.3983 -1.6057 -0.8754
C -7.2619 -2.6135 -0.6426
O -6.4720 -2.0522 0.4400
C -5.8873 -3.0957 1.1838
N -9.1966 -1.2396 0.3179
H -6.9925 0.1024 -0.9805
H -8.6872 0.3401 -1.6985
H -7.4863 -0.4946 -2.5213
H -9.0792 -2.0303 -1.6400
H -6.6922 -2.7696 -1.5454
H -7.7143 -3.5296 -0.3154
H -5.2389 -2.6393 1.9216
H -5.3123 -3.7725 0.4780
H -6.5552 -3.7678 1.7361
H -9.1945 -2.0531 0.9217
H -8.6214 -0.6653 0.9067
C 7.8525 2.1103 1.9203
C 7.7953 0.8978 2.8287
C 7.0639 -0.2263 2.1753
O 5.7423 0.1648 1.8119
C 4.8401 -0.9002 1.5945
N 9.0622 0.2798 3.1703
H 8.2503 1.9158 0.9357
H 8.3636 2.9794 2.3135
H 6.7940 2.3113 1.7807
H 7.2070 1.2860 3.7081
H 7.0066 -1.1628 2.8112
H 7.5640 -0.4895 1.2142
H 4.6685 -1.5628 2.4569
H 5.2161 -1.6356 0.8685
H 3.8845 -0.4918 1.2544
H 9.1697 -0.6087 3.6574
H 9.6274 0.9848 3.6751
C 0.5395 2.3934 1.4239
C -0.6134 1.6510 0.8359
C -1.8222 2.2828 1.3068
O -2.9770 1.4630 0.9669
C -4.0860 1.8048 1.7017
N -0.5197 1.6380 -0.6593
H 1.4733 2.0578 0.9257
H 0.6354 2.2419 2.5168
H 0.4252 3.4625 1.2103
H -0.5719 0.6673 1.3444
H -2.0637 3.2756 0.9317
H -1.7831 2.3661 2.3970
H -4.9576 1.2621 1.3637
H -4.3224 2.8668 1.6199
H -3.9342 1.5286 2.7454
H 0.2088 0.9370 -0.9155
H -1.3693 1.1965 -1.0851